(1)
ORCA calculation (ωB97M-V/def2-TZVPD) on a cluster of 9 separate species, C41H106B2F8N7O5 in total at a distorted geometry.

Last column: Mulliken charge in e.
Cartesian coordinates (Å):
C (-6.090, 4.592, -0.063)  -1.485
C (-4.590, 4.837, 0.045)  0.308
C (-4.233, 5.040, 1.491)  -1.166
N (-2.757, 5.140, 1.792)  0.840
C (-2.028, 3.919, 1.252)  -1.366
C (-2.195, 6.366, 1.153)  -0.852
C (-1.117, 6.922, 2.100)  -0.433
C (-1.534, 6.439, 3.482)  -0.397
C (-2.501, 5.259, 3.267)  -0.589
H (-6.441, 3.686, 0.439)  0.210
H (-6.483, 4.518, -1.074)  0.407
H (-6.628, 5.404, 0.435)  0.439
H (-4.387, 5.777, -0.475)  0.251
H (-4.063, 4.043, -0.482)  0.119
H (-4.579, 4.223, 2.148)  0.558
H (-4.767, 5.820, 2.042)  0.590
H (-0.981, 4.004, 1.533)  0.233
H (-2.097, 3.891, 0.174)  0.357
H (-2.527, 3.104, 1.769)  0.341
H (-1.927, 6.335, 0.102)  0.384
H (-2.951, 7.156, 1.219)  0.568
H (-0.118, 6.576, 1.813)  -0.047
H (-1.088, 8.003, 1.976)  0.555
H (-0.661, 6.105, 4.044)  0.012
H (-2.004, 7.158, 4.150)  0.351
H (-2.118, 4.324, 3.670)  0.297
H (-3.452, 5.446, 3.761)  0.486
C (0.459, -5.201, -3.478)  -1.558
C (-0.031, -3.765, -3.828)  0.077
C (0.785, -2.511, -3.509)  -0.207
N (-0.036, -1.389, -4.187)  0.275
C (0.004, -1.570, -5.677)  -0.918
C (0.421, -0.005, -3.730)  -0.596
C (-0.666, 0.970, -4.140)  0.471
C (-1.950, 0.153, -4.160)  -0.614
C (-1.511, -1.263, -3.761)  -0.776
H (-0.450, -5.766, -3.704)  0.451
H (0.534, -5.384, -2.411)  0.167
H (1.275, -5.500, -4.123)  0.479
H (-1.008, -3.613, -3.373)  0.233
H (-0.179, -3.826, -4.909)  0.028
H (1.767, -2.409, -3.966)  0.348
H (0.808, -2.329, -2.436)  0.184
H (1.050, -1.513, -5.963)  0.312
H (-0.485, -0.692, -6.093)  0.478
H (-0.571, -2.452, -5.910)  0.372
H (1.340, 0.198, -4.289)  0.502
H (0.586, 0.062, -2.663)  -0.163
H (-0.421, 1.451, -5.090)  0.552
H (-0.597, 1.809, -3.443)  -0.639
H (-2.324, 0.084, -5.178)  0.511
H (-2.725, 0.573, -3.529)  -0.177
H (-2.009, -2.035, -4.340)  0.751
H (-1.602, -1.507, -2.704)  0.413
C (0.935, 3.395, 5.556)  -0.807
N (2.098, 3.253, 4.631)  0.001
C (3.318, 3.492, 5.472)  -0.823
C (2.082, 1.874, 4.113)  -0.869
C (1.882, 4.272, 3.547)  -0.379
C (2.896, 4.235, 2.441)  -0.617
O (4.183, 4.508, 2.892)  -0.512
H (0.938, 4.424, 5.918)  0.446
H (1.098, 2.829, 6.471)  0.368
H (0.022, 3.112, 5.046)  0.324
H (4.202, 3.266, 4.887)  0.361
H (3.246, 2.820, 6.320)  0.405
H (3.340, 4.539, 5.756)  0.352
H (1.212, 1.702, 3.484)  0.270
H (2.302, 1.157, 4.900)  0.457
H (2.920, 1.690, 3.431)  0.399
H (1.857, 5.233, 4.056)  0.590
H (0.901, 4.044, 3.135)  0.077
H (2.611, 5.038, 1.742)  0.387
H (2.723, 3.347, 1.817)  0.146
H (4.801, 4.624, 2.163)  0.384
C (5.891, -3.475, 0.936)  -0.842
N (6.322, -3.960, -0.394)  -0.061
C (7.259, -2.994, -1.021)  -0.872
C (7.075, -5.241, -0.249)  -0.982
C (5.121, -4.101, -1.300)  -0.561
C (4.135, -5.220, -0.945)  -0.533
O (3.195, -5.338, -1.972)  -0.350
H (5.069, -4.092, 1.271)  0.349
H (5.562, -2.444, 0.798)  0.395
H (6.733, -3.416, 1.621)  0.393
H (8.115, -2.853, -0.369)  0.403
H (6.754, -2.050, -1.192)  0.340
H (7.547, -3.444, -1.966)  0.444
H (7.472, -5.555, -1.212)  0.359
H (6.554, -5.976, 0.348)  0.459
H (7.986, -4.979, 0.298)  0.455
H (5.613, -4.248, -2.268)  0.511
H (4.579, -3.155, -1.366)  0.265
H (3.650, -4.932, -0.012)  0.203
H (4.703, -6.138, -0.769)  0.330
H (3.702, -5.749, -2.691)  0.311
C (-4.731, -1.342, 2.179)  -0.839
N (-5.002, -0.432, 1.002)  0.277
C (-5.833, -1.161, 0.015)  -0.714
C (-5.690, 0.829, 1.471)  -1.180
C (-3.633, -0.040, 0.426)  -0.205
C (-3.613, 0.218, -1.055)  -0.462
O (-4.406, 1.329, -1.516)  -0.492
H (-4.457, -2.320, 1.800)  0.418
H (-5.560, -1.191, 2.869)  0.312
H (-3.893, -0.922, 2.746)  0.348
H (-6.790, -1.392, 0.477)  0.430
H (-5.391, -2.131, -0.224)  0.235
H (-5.865, -0.631, -0.928)  0.309
H (-4.986, 1.342, 2.112)  0.522
H (-6.589, 0.527, 2.005)  0.324
H (-6.009, 1.325, 0.558)  0.453
H (-3.075, -0.973, 0.498)  0.308
H (-3.255, 0.823, 0.957)  -0.049
H (-3.718, -0.683, -1.657)  0.987
H (-2.576, 0.497, -1.309)  -0.340
H (-4.830, 1.065, -2.341)  0.350
C (3.599, 5.292, -2.786)  -0.734
N (2.597, 4.196, -2.952)  0.071
C (2.981, 3.470, -4.213)  -0.689
C (2.752, 3.127, -1.916)  -0.782
C (1.214, 4.697, -3.033)  -0.655
C (0.585, 5.144, -1.746)  0.139
O (1.208, 6.310, -1.251)  -0.569
H (3.484, 5.754, -1.806)  0.280
H (3.365, 6.053, -3.523)  0.367
H (4.590, 4.856, -2.833)  0.396
H (2.426, 2.542, -4.338)  0.159
H (4.038, 3.232, -4.218)  0.407
H (2.700, 4.132, -5.031)  0.434
H (2.088, 2.285, -2.062)  0.057
H (2.542, 3.580, -0.944)  0.280
H (3.797, 2.833, -1.888)  0.495
H (0.624, 3.859, -3.425)  0.037
H (1.109, 5.405, -3.857)  0.548
H (0.523, 4.329, -1.016)  -0.108
H (-0.453, 5.383, -2.010)  0.541
H (0.583, 7.004, -1.027)  0.329
C (-0.060, -8.424, 2.794)  -0.834
N (-1.162, -7.577, 2.253)  -0.043
C (-1.521, -8.195, 0.912)  -0.807
C (-2.333, -7.762, 3.171)  -0.850
C (-0.736, -6.144, 2.252)  -0.492
C (0.420, -5.840, 1.345)  -0.585
O (0.200, -6.280, 0.065)  -0.604
H (-0.329, -9.474, 2.845)  0.387
H (0.223, -8.043, 3.775)  0.365
H (0.775, -8.303, 2.108)  0.350
H (-1.880, -9.212, 0.985)  0.447
H (-0.642, -8.099, 0.283)  0.373
H (-2.258, -7.488, 0.526)  0.303
H (-3.144, -7.131, 2.825)  0.307
H (-2.017, -7.604, 4.194)  0.406
H (-2.612, -8.793, 2.977)  0.404
H (-0.657, -5.875, 3.307)  0.436
H (-1.605, -5.581, 1.910)  0.281
H (1.340, -6.292, 1.728)  0.665
H (0.634, -4.773, 1.329)  0.236
H (-0.464, -5.708, -0.375)  0.119
B (-2.306, -4.252, -0.533)  0.416
F (-2.797, -5.090, 0.520)  -0.380
F (-1.109, -3.601, -0.118)  -0.421
F (-2.084, -5.066, -1.642)  -0.280
F (-3.285, -3.262, -0.791)  -0.232
B (0.425, 1.092, 0.100)  -0.133
F (0.871, 2.090, 1.075)  0.077
F (-0.597, 0.335, 0.697)  -0.203
F (-0.013, 1.737, -1.049)  -0.200
F (1.528, 0.252, -0.167)  -0.405

Cartesian forces, eV/Å:
C -0.8 0.1 0.5
C -0.7 0.7 -0.5
C -0.3 -1.5 1.7
N 0.4 -0.2 -1.4
C -0.4 0.7 0.8
C -0.1 2.3 1.1
C 0.3 -0.3 -0.8
C 0.3 -0.5 0.6
C -0.1 0.5 0.5
H 0.4 -0.1 0.1
H 0.3 0.2 -0.2
H 0.0 0.0 -0.2
H 0.1 -0.1 -0.2
H 0.2 -0.1 0.3
H 0.2 -0.5 -0.6
H 0.4 0.8 -0.8
H 0.0 -0.1 0.1
H -0.2 -0.2 -0.1
H 0.3 -0.4 -0.4
H 0.0 -0.8 0.0
H -0.4 -0.5 -0.2
H -0.1 -0.2 0.2
H 0.0 0.0 0.2
H 0.0 0.0 -0.1
H -0.1 0.4 -0.4
H 0.0 -0.1 -0.3
H 0.0 0.0 -0.1
C -1.7 1.0 0.2
C 0.7 -1.0 -0.1
C -1.6 -0.1 -0.6
N -0.4 1.3 1.8
C 0.0 1.7 0.7
C 0.9 -0.1 -1.7
C 0.9 0.8 0.0
C 0.3 -0.4 -0.3
C 0.0 -0.9 -0.5
H 0.4 -0.4 -0.4
H 0.9 0.2 0.0
H 0.2 -0.2 0.3
H 0.0 -0.3 0.1
H 0.0 0.0 0.3
H 0.1 -0.3 0.1
H 0.1 0.2 0.0
H 0.0 -0.6 -0.3
H 0.0 -0.1 -0.2
H 0.4 0.0 -0.5
H 0.2 0.0 0.4
H 0.1 -0.7 0.3
H -0.3 -0.4 -0.2
H -0.6 -0.2 0.3
H -0.3 0.3 0.0
H -0.1 -0.2 0.1
H -0.5 0.1 0.3
H 0.2 0.1 0.1
C 0.2 0.5 0.8
N -0.5 -0.2 0.7
C 0.3 -0.1 -0.5
C 1.2 -0.8 -1.1
C 0.4 -0.1 0.2
C -0.7 0.8 -1.6
O 0.4 -0.5 0.5
H -0.3 0.1 -0.3
H -0.1 -0.5 -0.3
H -0.1 0.0 0.0
H 0.0 0.0 0.0
H 0.1 0.1 0.2
H 0.0 0.0 0.2
H -0.3 -0.1 0.5
H -0.8 0.1 0.3
H 0.1 0.6 0.0
H 0.1 0.1 -0.1
H 0.0 0.1 -0.1
H -0.4 0.1 0.2
H 0.6 -0.4 0.4
H -0.1 0.0 0.0
C 0.0 0.9 -0.1
N -0.4 -0.1 0.2
C 0.0 0.0 -0.2
C 1.3 0.4 0.4
C 0.5 -0.1 -0.6
C 0.9 0.4 0.5
O 0.6 -0.1 -0.2
H 0.1 -0.1 0.4
H -0.3 -0.1 0.0
H 0.0 -0.5 0.0
H 0.1 0.0 0.0
H -0.1 0.1 0.0
H 0.3 0.2 -0.1
H -0.6 -0.4 -0.1
H -0.3 -0.2 -0.3
H -0.2 -0.1 0.2
H -0.5 -0.3 -0.1
H 0.2 0.1 0.3
H -0.4 -0.3 -0.1
H -0.3 -0.2 0.0
H -0.7 0.0 -0.1
C 0.3 1.5 0.4
N 0.9 0.5 0.3
C 0.1 -1.0 -0.2
C -0.5 -1.3 -0.7
C -1.0 -1.1 -1.1
C 1.2 1.0 -1.2
O -0.2 -0.7 0.4
H -0.4 -0.2 0.3
H -0.3 -1.0 -0.2
H 0.1 -0.1 -0.4
H -0.2 0.4 -0.2
H 0.3 0.1 0.2
H -0.6 0.4 0.2
H -0.1 0.4 0.0
H 0.1 0.1 0.2
H 0.3 0.6 0.2
H 0.7 0.4 0.5
H 0.2 -0.3 0.4
H -0.8 -0.2 0.2
H 0.1 -0.1 0.6
H -0.1 0.2 0.1
C -0.3 0.3 1.0
N 1.2 -1.6 -0.4
C -0.8 0.6 -1.0
C 0.3 1.0 1.4
C -1.0 -0.9 -0.9
C -1.0 0.7 -0.1
O 0.6 -0.2 0.4
H -0.2 -0.1 0.0
H 0.4 0.0 -0.3
H 0.1 0.2 -0.4
H -0.2 0.1 0.3
H 0.1 0.3 0.1
H 0.4 -0.1 -0.2
H -0.1 0.1 -0.3
H -0.1 -0.2 0.0
H 0.0 -0.2 -0.3
H 0.0 -0.2 0.4
H 0.5 0.5 0.3
H 0.3 0.1 0.0
H 0.0 -0.2 -0.1
H -0.1 0.0 -0.1
C 0.7 0.5 0.0
N 0.3 -1.9 0.6
C 0.0 1.9 -0.4
C 0.1 -0.4 -1.0
C -1.5 0.4 0.1
C 1.1 0.5 1.1
O -0.2 0.1 -1.7
H -0.3 0.0 0.0
H 0.0 -0.2 0.0
H 0.1 -0.2 0.1
H -0.1 0.0 0.5
H -0.2 -0.4 0.1
H -0.2 -0.5 -0.3
H 0.0 0.3 0.2
H -0.2 0.1 0.1
H -0.3 -0.1 0.6
H 0.7 0.0 0.0
H 0.1 -0.2 -0.1
H 0.0 -0.2 -0.2
H -0.3 0.3 0.4
H 0.5 -0.4 0.2
B -0.8 -0.1 0.5
F 0.2 0.6 -0.4
F -0.3 -0.4 -0.2
F 0.3 0.4 0.1
F 0.2 0.2 -0.1
B 0.8 -0.7 1.7
F -0.4 -0.1 -0.6
F 0.0 0.5 -0.3
F -0.2 0.3 -0.4
F -0.3 0.5 -0.3

The value obtained for the molar mass is 951.0 g/mol. The HOMO energy comes out at -18.897 eV. For the energy above the lowest of the compared OMol25 structures with the same formula, charge and spin, the calculation gives 0.0 kJ/mol. The largest force on an atom comes out at 2.57 eV Å⁻¹. The net charge is +5. As for the spin multiplicity: 1.

(2)
ORCA calculation (ωB97M-V/def2-TZVPD) on a cluster of 2 separate species, C2H6ClISi in total at a distorted geometry.

Last column: natural (NBO) charge in e.
Cartesian coordinates (Å):
C (0.680, 1.001, -1.981)  -0.510
C (-0.818, -0.978, 1.773)  -1.141
Si (-1.624, -0.866, 0.060)  1.011
Cl (-2.078, -2.709, -0.655)  -0.384
I (-3.677, 0.511, 0.231)  -0.236
H (1.468, 0.278, -1.934)  0.169
H (0.022, 1.005, -2.822)  0.173
H (0.726, 1.857, -1.342)  0.170
H (-1.487, -1.473, 2.473)  0.248
H (0.107, -1.547, 1.733)  0.248
H (-0.591, 0.009, 2.162)  0.252

Cartesian forces, eV/Å:
C -0.2 -0.3 0.3
C -0.2 -0.1 -0.3
Si 0.5 1.1 0.4
Cl -0.1 -0.5 -0.1
I 0.2 -0.2 0.0
H 0.2 -0.2 0.0
H -0.3 0.0 -0.3
H -0.1 0.3 0.2
H -0.2 -0.1 0.0
H 0.1 -0.1 -0.1
H 0.0 0.2 -0.1

The value obtained for the molar mass is 220.5 g/mol. The HOMO energy (spin up / spin down) comes out at -7.866 / -9.022 eV. For the energy above the lowest of the compared OMol25 structures with the same formula, charge and spin, the calculation gives 317.1 kJ/mol. The largest force on an atom comes out at 1.28 eV Å⁻¹. The net charge is 0. As for the spin multiplicity: 1.

Q: Which of these has the lowest molar mass?
A: C2H6ClISi

Q: spin multiplicity of number 2 (C2H6ClISi)?
A: 1

Q: What is the spin multiplicity in the second record?
A: 1